Entry 1:
{
  "formula": "H2NO3S3",
  "method": "ωB97M-V with the def2-TZVPD basis set",
  "homo_lumo_gap_ev": [5.90, 7.31],
  "total_charge": -1,
  "largest_force_ev_per_a": 2.72,
  "s_squared": 2.010,
  "spin_multiplicity": 3,
  "homo_ha": [-0.1041, -0.1936],
  "species": ["N", "O", "O", "O", "S", "S", "S", "H", "H"],
  "xyz": [[0.53070, 1.25217, 0.06394], [-0.06264, -1.87634, 0.96809], [1.62557, -1.93311, -0.85360], [-0.73170, -1.42702, -1.42621], [-0.02444, 1.27712, 1.63037], [-0.21082, 2.20876, -1.00953], [0.33193, -1.41512, -0.44285], [0.13602, -0.13523, 1.93411], [-1.59463, 2.04878, -0.86433]]
}

---

Entry 2:
{
  "formula": "H2NO4",
  "method": "ωB97M-V with the def2-TZVPD basis set",
  "homo_lumo_gap_ev": 8.91,
  "total_charge": -1,
  "largest_force_ev_per_a": 2.10,
  "homo_ha": -0.1462,
  "species": ["N", "O", "O", "O", "O", "H", "H"],
  "xyz": [[0.37765, -0.14893, 1.71838], [-0.06948, 0.97211, 1.43963], [-0.81829, 0.58993, -1.17370], [0.59266, -1.03614, 0.81005], [-0.02215, -0.49467, -1.63049], [0.12146, -0.86339, -0.69308], [-0.18184, 0.98109, -0.47079]]
}

---

Entry 3:
{
  "formula": "H2NO4P",
  "method": "ωB97M-V with the def2-TZVPD basis set",
  "smiles": "NOP(=O)([O-])[O-]",
  "homo_lumo_gap_ev": 7.06,
  "total_charge": -2,
  "largest_force_ev_per_a": 4.26,
  "homo_ha": 0.0284,
  "species": ["N", "O", "P", "O", "O", "O", "H", "H"],
  "xyz": [[-0.85783, -1.26036, 0.32913], [-0.99649, -0.23736, -0.60567], [0.46366, 0.82023, -0.45582], [0.20796, 1.87662, -1.49986], [0.38340, 1.25656, 1.00171], [1.68414, -0.27866, -0.73693], [-1.04953, -0.84566, 1.31371], [0.16470, -1.33136, 0.65372]]
}

---

Entry 4:
{
  "formula": "H2NO4P",
  "method": "ωB97M-V with the def2-TZVPD basis set",
  "homo_lumo_gap_ev": [9.49, 9.50],
  "largest_force_ev_per_a": 3.07,
  "homo_ha": [-0.3732, -0.3733],
  "species": ["N", "O", "O", "O", "O", "P", "H", "H"],
  "xyz": [[2.07003, -0.53522, -0.11987], [-1.56666, -0.09894, -0.52777], [1.38679, 1.04758, 0.51707], [-0.70716, 1.02942, -0.40991], [0.08458, 1.00725, 0.74662], [1.06824, -1.70816, 0.07744], [-2.28552, 0.27684, -1.03590], [-0.05029, -1.01878, 0.75232]]
}